No. 1
{
  "formula": "C4H15N2O2",
  "method": "ωB97M-V/def2-TZVPD",
  "elements": ["H", "H", "H", "H", "H", "H", "C", "H", "H", "H", "C", "H", "O", "N", "N", "H", "H", "H", "H", "C", "O", "H", "C"],
  "positions_angstrom": [[0.69730, -0.59870, 1.54116], [-0.07330, -1.38082, 0.37175], [-3.17388, 0.16681, 2.24784], [2.20730, 0.78109, -2.02838], [0.27343, 2.16183, -0.80478], [-1.36116, 1.69560, -1.37786], [-0.61055, 0.64306, 0.39013], [0.24750, 1.14250, -2.97964], [-2.11511, -0.93750, 0.36876], [1.83930, -0.69967, -2.45329], [-2.04306, 0.13200, 0.58721], [-0.37598, 1.30033, 1.22397], [1.99444, -1.96994, 2.37022], [1.56096, 0.02364, -1.80372], [0.36616, -0.48654, 0.58822], [1.14868, -0.42819, -0.13342], [-0.38407, -0.38601, -2.45945], [2.37030, -1.36546, 3.01915], [2.61122, -2.68959, 2.20656], [0.17525, 0.48384, -2.10927], [-2.23475, 0.17984, 2.03916], [-2.71265, 0.89046, 0.18256], [-0.40732, 1.34139, -0.98688]],
  "atomic_forces_ev_per_a": [[0.3, 0.0, 0.1], [-0.1, -0.1, 0.1], [0.0, -0.1, -0.1], [-0.1, -0.1, 0.4], [0.0, 0.4, -0.3], [0.0, 0.3, 0.4], [-0.3, -0.2, -0.5], [-0.4, -0.1, -0.1], [-0.6, 0.4, -1.1], [-0.1, -0.3, 0.0], [0.7, 0.7, 2.8], [-0.3, 0.4, -0.2], [-0.4, 0.3, -0.2], [0.1, 0.3, 0.1], [-0.2, -0.5, -0.8], [0.0, 0.3, 0.3], [-0.4, 0.1, 0.5], [0.3, -0.4, 0.1], [0.1, 0.1, 0.2], [1.1, 0.3, -0.8], [0.3, 0.0, -0.6], [-0.2, -0.8, -0.7], [0.1, -1.2, 0.4]],
  "mulliken_charge": [0.3317, 0.3822, 0.3006, 0.2278, 0.3314, 0.4303, -0.1847, 0.4034, 0.2518, 0.2209, -0.4876, 0.3616, -0.6555, -0.6544, -0.2293, 0.4821, 0.3794, 0.3214, 0.3165, -0.7819, -0.5047, 0.4093, -0.6522],
  "energy_ev": -11460.185,
  "de_lowest_kcal_mol": 24.74,
  "total_charge": 1,
  "fmax_ev_per_a": 3.0,
  "homo_ev": -14.030
}

No. 2
{
  "formula": "C32H76N3O10",
  "method": "ωB97M-V/def2-TZVPD",
  "elements": ["H", "H", "H", "H", "C", "N", "H", "C", "N", "C", "H", "H", "H", "H", "C", "H", "C", "H", "C", "H", "H", "H", "O", "H", "C", "O", "C", "H", "C", "C", "H", "H", "H", "H", "H", "H", "H", "H", "C", "H", "C", "C", "C", "H", "H", "H", "C", "N", "H", "H", "O", "C", "H", "H", "H", "C", "H", "H", "H", "C", "H", "H", "H", "H", "H", "H", "H", "H", "H", "H", "H", "C", "H", "O", "O", "C", "C", "H", "H", "H", "H", "H", "H", "C", "C", "O", "C", "H", "H", "O", "H", "H", "H", "H", "H", "H", "H", "C", "O", "H", "C", "H", "C", "C", "H", "C", "C", "O", "O", "H", "H", "H", "H", "C", "H", "H", "C", "H", "H", "H", "H"],
  "positions_angstrom": [[0.23298, -1.81165, -0.78187], [-2.59715, -5.15445, 1.56311], [5.56967, 6.29541, 2.20684], [-1.44562, -0.95223, -4.54984], [-4.47908, 4.37022, 5.67091], [1.43370, 0.23125, 3.25161], [-1.79146, -2.63932, -1.50436], [-2.45640, -4.62103, 2.50163], [2.43640, 1.92670, 0.64276], [-0.75194, 4.61560, -0.24040], [0.67203, -5.08092, -5.86520], [3.62499, 5.15394, -0.60383], [4.39499, -1.11733, 3.66479], [-4.54600, -4.58951, 3.01922], [-0.88406, 3.42768, 0.69077], [-4.91576, 4.15971, 6.64690], [2.18841, -0.53374, 1.11117], [-3.02665, -1.38194, 0.75497], [-1.02093, -5.77985, -4.70315], [-3.46582, -4.35315, 4.39250], [6.11124, -0.57038, -4.87340], [-5.50493, -6.29922, -1.86776], [-3.91913, -4.10826, -2.18020], [-7.00923, -5.47988, -2.30775], [-3.59810, -4.90297, 3.45719], [-1.90344, 5.04792, -0.80421], [-6.01138, -5.33199, -1.89387], [-0.65064, 3.77170, 1.70319], [5.17273, -0.44112, -4.33359], [-0.38215, 0.12854, 0.02119], [2.12891, -0.52956, -4.59133], [-5.13235, -4.69096, -3.75358], [4.94347, 0.62443, -4.28199], [-2.48458, 3.78123, 6.23287], [4.67872, 1.20901, 4.36439], [-1.67073, -5.95301, -5.56634], [-1.17165, 3.06440, -2.43788], [-5.21635, 4.14304, 4.90102], [-0.14718, 0.44002, 1.45593], [0.74927, 0.87748, 4.97189], [-3.21168, -1.55291, -0.30603], [-1.86384, -1.65285, -1.04343], [5.95150, -0.19127, 4.82578], [7.03310, -0.22875, 4.93899], [-3.76387, -0.69502, -0.69617], [-2.24131, -2.73837, 2.96484], [2.79348, 0.57612, 0.18957], [0.49596, 0.77903, 3.99795], [-1.32844, 1.67114, 4.35483], [-3.44985, -4.95266, -2.17607], [-2.63956, 3.79602, 4.16369], [-1.10708, 4.03280, -2.94048], [-0.67636, -1.92776, 0.72784], [-0.16655, -0.06120, -5.38817], [0.30084, -2.21551, -3.24977], [-0.41001, -1.00320, -4.89112], [5.83904, 5.75300, -0.21715], [-0.04552, 2.79028, 0.40216], [-3.02619, 0.80583, 1.45166], [5.26193, -1.02833, -2.93880], [-2.87400, 2.13624, 2.57000], [4.37956, -0.93017, -4.90267], [-0.32242, -1.79141, -5.63573], [3.34802, -1.28721, -2.69312], [3.87544, 0.47497, 0.16395], [-2.40006, 2.26595, -0.33140], [5.50097, -2.09500, -2.99064], [-5.71690, -3.36769, -2.73471], [5.93177, -0.95749, 2.81363], [-2.22757, -4.51071, -3.82445], [-1.50498, -4.94330, 2.93612], [4.75163, 5.84696, 1.64251], [-4.26039, 5.43864, 5.61780], [5.63437, 1.15002, 4.45689], [-2.38009, -3.23482, 2.15174], [-2.21863, 2.69663, 0.65431], [1.12215, 0.05949, 1.98224], [-3.65632, -5.96560, 3.69311], [5.73773, -2.20671, 4.05646], [-1.51966, 3.89508, -3.94131], [1.80770, -1.36760, 0.53245], [-6.10793, -4.97903, -0.86629], [2.46483, 0.45574, -0.83960], [0.53400, -1.26757, -3.73413], [-3.22061, 3.55636, 5.45451], [1.89074, -1.36072, -4.16712], [-1.92265, 5.11040, -2.24640], [-2.97130, 5.01173, -2.51788], [-3.00729, 3.43431, 0.79852], [0.31555, 5.12417, -0.46095], [-2.43342, 4.73638, 4.12425], [0.49295, 0.43122, -0.54998], [0.68813, -4.59463, -4.16119], [5.50146, -0.41889, 5.79802], [4.07332, 6.64403, 1.33001], [-3.44534, 2.48924, 5.49251], [5.93780, 4.28025, 0.75310], [-1.06510, 1.07422, 2.27705], [-1.80556, -5.34583, -3.59099], [-0.41266, -3.80660, -5.28681], [-0.60698, -1.39649, -0.22494], [2.04554, 2.48157, -0.10315], [0.04933, -4.75955, -5.02982], [5.27390, 5.08484, 0.43969], [-0.57770, -6.73209, -4.41812], [5.48080, -1.18342, 3.78079], [-0.69907, 1.20027, 3.61209], [4.22285, 4.46276, -0.30027], [4.05220, -0.84467, -2.19981], [4.19631, 5.18010, 2.30399], [-3.81083, -2.45049, -0.40631], [-0.05988, 4.30409, -3.05475], [6.04287, -0.53442, -2.36210], [-5.22040, -4.33744, -2.72064], [-1.58134, 6.09300, -2.57441], [2.98719, -0.84660, 1.77771], [-2.36452, 1.61802, 1.75930], [0.45086, -0.47219, -2.98188], [-1.83320, -0.92999, -1.86695], [3.21703, 2.43497, 1.02920], [-1.24263, 0.65321, -0.38354]],
  "atomic_forces_ev_per_a": [[0.1, 0.1, 0.1], [0.0, 0.0, 0.0], [0.0, 0.0, 0.0], [0.0, 0.0, 0.0], [0.0, 0.0, -0.1], [-0.1, -0.1, -0.3], [0.0, 0.0, 0.0], [0.0, 0.0, 0.1], [-0.4, -0.3, 0.2], [0.3, 0.4, 0.0], [0.0, 0.0, 0.0], [-0.1, 0.0, 0.0], [0.0, -0.1, 0.1], [0.0, 0.0, 0.0], [-0.1, 0.1, -0.1], [0.0, 0.0, 0.0], [0.5, 0.9, 0.3], [-0.2, -0.1, 0.0], [-0.1, 0.2, 0.0], [0.0, 0.0, 0.0], [0.0, 0.0, 0.0], [0.0, 0.0, 0.0], [0.0, 0.0, 0.0], [0.0, 0.0, 0.0], [-0.1, 0.1, -0.1], [-0.1, -0.8, 0.0], [0.1, 0.0, 0.1], [0.0, 0.0, 0.0], [-0.1, 0.1, 0.0], [-0.2, -0.4, -0.3], [0.0, 0.0, 0.0], [-0.1, 0.0, 0.0], [0.1, 0.0, 0.0], [0.0, -0.1, 0.0], [0.0, 0.0, 0.0], [0.0, -0.1, 0.0], [-0.1, 0.0, 0.1], [0.0, 0.0, 0.0], [0.4, 0.0, 0.0], [0.1, 0.0, 0.0], [0.5, 0.8, 0.1], [-0.2, -0.2, -0.4], [-0.2, 0.1, 0.0], [0.0, 0.0, 0.0], [-0.2, -0.1, 0.1], [0.0, 0.0, 0.0], [0.0, 0.5, 0.0], [-0.3, 0.2, 0.4], [0.0, 0.0, 0.0], [0.0, 0.0, 0.0], [0.1, 0.0, 0.2], [0.0, -0.1, -0.2], [0.0, -0.1, -0.1], [0.0, 0.0, 0.1], [0.0, 0.0, 0.0], [0.0, 0.0, 0.0], [0.1, 0.0, 0.0], [-0.1, 0.0, 0.2], [0.1, 0.0, -0.2], [-0.2, 0.0, 0.1], [0.1, -0.2, 0.2], [0.1, -0.1, 0.0], [0.0, 0.0, 0.0], [-0.1, 0.0, -0.1], [0.0, -0.3, -0.1], [0.1, 0.1, 0.0], [0.1, 0.0, 0.0], [0.0, 0.0, 0.0], [0.0, 0.0, 0.0], [0.0, 0.0, 0.0], [0.0, -0.1, 0.0], [-0.1, -0.1, 0.0], [0.0, 0.0, 0.1], [0.1, 0.0, 0.0], [0.1, -0.1, 0.1], [-0.1, 0.0, 0.0], [-0.1, -0.2, 0.1], [0.0, 0.0, 0.0], [0.0, 0.0, 0.0], [0.0, 0.0, 0.0], [0.1, -0.1, 0.1], [0.0, 0.0, 0.0], [0.1, -0.2, 0.0], [0.0, 0.2, -0.1], [0.0, 0.2, 0.0], [0.0, -0.1, 0.1], [0.1, 0.4, -0.3], [0.0, 0.0, 0.2], [-0.1, -0.1, 0.0], [-0.1, -0.2, -0.2], [0.0, 0.0, -0.1], [-0.1, 0.2, 0.0], [0.0, 0.0, 0.0], [0.1, -0.1, 0.0], [0.0, 0.0, 0.0], [0.0, 0.0, 0.0], [0.0, 0.0, 0.0], [0.0, -0.3, -0.4], [0.0, -0.1, 0.0], [0.0, 0.0, -0.1], [-0.2, -0.1, 0.2], [0.3, 0.2, -0.1], [0.1, -0.1, 0.1], [-0.1, 0.1, -0.1], [0.0, 0.0, 0.1], [0.0, 0.1, -0.1], [0.1, 0.1, -0.3], [0.0, -0.1, 0.1], [0.1, -0.1, -0.1], [0.0, 0.0, 0.0], [0.0, 0.0, -0.1], [0.0, 0.0, 0.2], [0.0, 0.0, 0.0], [0.1, -0.1, 0.0], [0.0, 0.0, 0.1], [-0.1, -0.4, 0.0], [-0.3, 0.6, 0.3], [-0.1, 0.0, 0.0], [-0.1, -0.1, -0.1], [0.1, 0.1, -0.2], [0.0, 0.1, 0.2]],
  "mulliken_charge": [0.3348, 0.2712, 0.3585, 0.3128, -1.2281, -0.7497, 0.3047, -0.3061, -0.1242, 0.0928, 0.4137, 0.2558, 0.0641, 0.2769, 1.1409, 0.3661, -0.1081, -0.0312, -0.3844, 0.3353, 0.3781, 0.3255, -0.3506, 0.3724, -1.0997, -0.3701, -1.1223, 0.2441, -0.9065, 0.3307, 0.2956, 0.3049, 0.2648, 0.2996, 0.2658, 0.2878, 0.0555, 0.3087, 0.2613, 0.2779, -1.0413, -0.2672, -0.2956, 0.2985, 0.3973, 0.1862, -0.8419, 0.3297, 0.5779, 0.2543, -0.3976, -0.7880, 0.6756, 0.4245, 0.0781, -1.4798, 0.3038, -0.9271, 0.2574, -0.2838, 0.5591, 0.1221, 0.3726, 0.1946, 0.5533, 0.2092, 0.2729, 0.2964, 0.2541, 0.2239, 0.2678, -1.0154, 0.3437, -0.4838, -0.3578, -0.7150, 0.4409, 0.3770, 0.3750, 0.4096, 0.2387, 0.2586, 0.2929, 0.4016, -0.1646, -0.5806, -0.3773, 0.3682, 0.7311, -0.5720, 0.2450, -0.2608, 0.2010, 0.2418, 0.3264, 0.2999, 0.2981, 0.5725, -0.4513, -0.0577, -0.8006, 0.1109, -0.5685, -0.3026, 0.2851, -0.7177, -0.7656, -0.4269, -0.2863, 0.2308, 0.1189, 0.3057, 0.3058, -0.2801, 0.2849, -0.0106, -1.0004, 0.0866, 0.0388, 0.0914, 0.1087],
  "energy_ev": -59354.233,
  "de_lowest_kcal_mol": 0.00,
  "total_charge": 1,
  "fmax_ev_per_a": 1.0,
  "homo_ev": -11.580
}

No. 3
{
  "formula": "C4H6O2",
  "method": "ωB97M-V/def2-TZVPD",
  "elements": ["H", "O", "C", "H", "H", "H", "C", "C", "O", "H", "H", "C"],
  "positions_angstrom": [[-2.78920, 0.90455, -0.32473], [1.73411, 0.59161, 0.46194], [-1.41719, -0.42014, -0.16829], [0.46014, 1.17507, -1.04182], [0.16113, -1.77880, -0.14428], [-2.17446, -1.16310, 0.07219], [-0.14496, -0.75903, -0.34409], [0.89846, 0.23622, -0.69607], [-1.83129, 0.87709, -0.23528], [1.57803, -0.13870, -1.46892], [2.11950, 0.46270, 2.30956], [1.40572, 0.01252, 1.57980]],
  "atomic_forces_ev_per_a": [[0.1, 0.0, 0.1], [-0.2, -0.3, 0.5], [0.2, -0.3, -0.1], [0.1, -0.1, 0.1], [-0.2, 0.1, -0.1], [0.1, 0.1, 0.0], [-0.2, 0.0, -0.1], [-0.1, 0.0, -0.2], [-0.2, 0.0, -0.1], [0.0, 0.1, 0.3], [0.1, 0.0, -0.2], [0.4, 0.4, -0.1]],
  "mulliken_charge": [0.3355, -0.2076, -0.0786, 0.2628, 0.3017, 0.3363, -0.3178, -0.2937, -0.4789, 0.2563, 0.1786, -0.2944],
  "energy_ev": -8336.135,
  "de_lowest_kcal_mol": 99.77,
  "total_charge": 0,
  "fmax_ev_per_a": 0.6,
  "homo_ev": -8.105
}

Number 1: orbital gap 0.41619 Eh. Number 2: orbital gap 0.29776 Eh. Number 3: orbital gap 0.32230 Eh.